{"formula": "C30H32ClLaN3SSi2", "method": "ωB97M-V/def2-TZVPD", "e_tot_ev": -76065.53187, "relative_energy_ev": 1.5633, "e_homo_ev": [-8.78, -8.78], "fmax_ev_per_a": 3.91, "gap_ev": [5.24, 5.24], "charge": 1, "elements": ["C", "C", "C", "H", "C", "C", "H", "H", "H", "H", "La", "Si", "C", "C", "H", "C", "H", "C", "H", "C", "H", "C", "H", "C", "C", "H", "C", "H", "C", "H", "C", "H", "C", "H", "H", "Si", "C", "C", "H", "C", "H", "C", "H", "C", "H", "C", "H", "C", "C", "H", "C", "H", "C", "H", "C", "H", "C", "H", "H", "Cl", "N", "N", "C", "N", "S", "H", "H", "H", "H", "H"], "coordinates": [[-1.23038, -0.54996, 4.77086], [-0.20084, -1.23865, 4.05830], [0.72142, -0.26278, 3.56968], [-0.09276, -2.32525, 3.98464], [0.25501, 1.02877, 3.98514], [-0.96192, 0.84864, 4.70079], [-1.55535, 1.63929, 5.16663], [-2.00643, -1.01170, 5.38032], [1.65714, -0.47005, 3.05259], [0.77148, 1.98112, 3.84406], [-1.54619, 0.15519, 2.02029], [1.67872, 0.86187, -0.25137], [2.03894, -0.37970, -1.66961], [1.35526, -0.23671, -2.98179], [1.06820, 0.78686, -3.27727], [1.77268, -1.10906, -4.06602], [1.23254, -1.04419, -5.01701], [2.84432, -1.95756, -3.88895], [3.23753, -2.52193, -4.73899], [3.39821, -2.14801, -2.62072], [4.15157, -2.91757, -2.46761], [2.97906, -1.37065, -1.52481], [3.43706, -1.55353, -0.54722], [2.32935, 2.38724, -1.18917], [3.50547, 2.26005, -1.95489], [4.09808, 1.34139, -1.89107], [3.90627, 3.26238, -2.84274], [4.80610, 3.12514, -3.44409], [3.14053, 4.42685, -2.97154], [3.43861, 5.20744, -3.67531], [1.99648, 4.58198, -2.18755], [1.37854, 5.47769, -2.28488], [1.62193, 3.59225, -1.26902], [0.75417, 3.76481, -0.63763], [2.57239, 0.52045, 0.89686], [-0.48064, -1.04491, -2.74398], [-0.91572, 0.21049, -1.42856], [-0.08083, 0.25548, -0.19710], [0.04061, -0.72246, 0.32258], [0.02657, 1.52437, 0.53393], [0.47963, 1.60271, 1.56034], [-1.02073, 2.49514, 0.28336], [-1.04542, 3.38928, 0.91166], [-1.92253, 2.31834, -0.75061], [-2.71140, 3.05052, -0.90605], [-1.82387, 1.22482, -1.63468], [-2.46971, 1.18098, -2.51698], [-0.18097, -2.78192, -2.11225], [-0.34701, -3.09536, -0.75843], [-1.00475, -2.47915, -0.14149], [0.31471, -4.19386, -0.20054], [0.25806, -4.36233, 0.87657], [1.05225, -5.05002, -1.02455], [1.62037, -5.87718, -0.58980], [1.05140, -4.85199, -2.41000], [1.60588, -5.52485, -3.06490], [0.37209, -3.75871, -2.95533], [0.35008, -3.62211, -4.03968], [-1.34647, -1.08762, -3.81429], [-3.12406, -1.34346, 0.45694], [-3.76343, -0.85934, 3.39246], [-4.76208, 0.04721, 3.85564], [-4.62349, 1.38069, 3.69335], [-5.56913, 2.09898, 4.34526], [-3.43290, 2.17023, 2.76662], [-4.14168, -1.38793, 2.60017], [-3.58885, -1.53782, 4.13959], [-5.37751, -0.28678, 4.60498], [-5.57107, 3.10228, 4.22806], [-6.42061, 1.66417, 4.68682]], "atomic_forces_ev_per_a": [[0.852, 0.244, -0.135], [-0.101, 0.361, 0.262], [-0.305, 0.297, 0.394], [-0.030, 0.484, -0.014], [-0.003, -0.566, 0.117], [0.388, -0.363, 0.134], [0.306, -0.355, -0.198], [0.241, 0.150, -0.295], [-0.266, 0.050, 0.133], [-0.194, -0.360, -0.017], [-1.057, -0.680, 1.159], [1.996, 0.713, -2.469], [0.248, 1.007, -1.129], [0.815, -0.335, 0.164], [-0.004, -0.417, 0.170], [0.702, 0.633, 0.115], [0.427, 0.037, 0.207], [-0.434, -0.403, -0.611], [-0.297, 0.041, 0.328], [-0.257, 0.395, 0.713], [0.070, 0.292, -0.134], [0.201, -1.508, -0.346], [-0.076, 0.120, -0.338], [-0.004, 0.203, 0.156], [-0.202, 0.068, -0.279], [-0.178, 0.285, -0.064], [-0.096, -0.030, 0.238], [-0.216, 0.082, 0.200], [-0.108, -0.192, 0.117], [-0.125, -0.278, 0.211], [0.071, 0.043, 0.156], [0.281, -0.212, 0.056], [0.236, 0.064, -0.495], [0.144, -0.075, -0.247], [-0.541, -0.214, -0.122], [0.538, -0.266, 3.323], [-1.098, 0.735, -0.701], [0.587, -2.559, -0.028], [-0.429, 0.202, 0.128], [-0.932, 2.914, 2.443], [-0.167, -0.287, -0.928], [-0.300, -0.056, -1.029], [-0.142, -0.188, -0.218], [0.055, 1.578, 2.027], [0.203, -0.078, 0.075], [1.140, -2.365, -1.013], [0.224, 0.136, 0.255], [-0.411, -0.190, -0.303], [0.540, -0.094, 0.311], [0.432, -0.108, -0.138], [-0.229, -0.021, -0.260], [-0.040, -0.093, -0.333], [0.091, 0.149, -0.042], [-0.231, 0.275, -0.168], [-0.277, -0.014, 0.134], [-0.287, 0.040, 0.183], [0.618, 0.154, 0.269], [0.179, -0.010, 0.312], [-1.044, 0.384, -2.054], [-0.413, -0.479, -0.348], [-0.990, -0.124, 0.161], [0.409, -0.312, 0.314], [-0.365, 0.191, 0.380], [0.178, -0.069, -0.319], [-1.016, 0.187, 0.421], [-0.046, 0.187, 0.020], [0.090, 0.438, -0.262], [0.323, 0.203, -0.620], [0.005, -0.214, -0.032], [0.324, 0.173, -0.101]]}